18
Properties=species:S:1:pos:R:3:lowdin_charge:R:1 method="wB97M-V/def2-TZVPD" gap_ev=10.061 multiplicity=1 e_homo_ev=-9.1 e_above_lowest_kcal_mol=175.8 mol_weight_g_mol=114.14 total_energy_ev=-10471.54749 lumo_ev=1.0
C -2.724 -0.104 0.276 -0.026
C -1.553 -0.069 -0.468 -0.443
C 0.108 0.847 0.278 -0.200
C 1.581 0.244 0.552 -0.153
C 2.912 0.000 -0.186 -0.115
C 0.534 -0.435 -0.240 -0.284
H -2.551 -0.005 1.365 0.119
H -3.256 -0.933 0.194 0.051
H -3.329 0.768 0.031 0.114
H -1.742 -0.255 -1.486 0.147
H -0.472 0.711 1.252 0.165
H 1.745 0.098 1.639 0.142
H 3.400 1.095 -0.374 0.113
H 2.706 -0.442 -1.288 0.088
H 3.577 -0.976 0.208 0.137
H 0.771 -0.601 -1.353 0.177
O -1.014 1.235 -0.453 -0.002
O -0.693 -1.177 0.053 -0.029